{"formula": "C38H108O16", "method": "ωB97M-V/def2-TZVPD", "species": ["C", "O", "H", "H", "H", "H", "C", "O", "H", "H", "H", "H", "C", "O", "H", "H", "H", "H", "C", "O", "H", "H", "H", "H", "C", "O", "H", "H", "H", "H", "C", "C", "C", "O", "H", "H", "H", "H", "H", "H", "H", "H", "C", "C", "C", "O", "H", "H", "H", "H", "H", "H", "H", "H", "C", "C", "C", "O", "H", "H", "H", "H", "H", "H", "H", "H", "C", "C", "C", "O", "H", "H", "H", "H", "H", "H", "H", "H", "C", "C", "C", "O", "H", "H", "H", "H", "H", "H", "H", "H", "C", "C", "C", "O", "H", "H", "H", "H", "H", "H", "H", "H", "C", "C", "C", "O", "H", "H", "H", "H", "H", "H", "H", "H", "C", "C", "C", "O", "H", "H", "H", "H", "H", "H", "H", "H", "C", "C", "C", "O", "H", "H", "H", "H", "H", "H", "H", "H", "C", "C", "C", "O", "H", "H", "H", "H", "H", "H", "H", "H", "C", "C", "C", "O", "H", "H", "H", "H", "H", "H", "H", "H"], "coordinates": [[22.762047, -0.415221, 4.642705], [21.490161, -0.337635, 4.060734], [23.416393, -0.651427, 3.803583], [23.182418, 0.449343, 5.156436], [22.810788, -1.236253, 5.357995], [21.476702, 0.265129, 3.313677], [21.066412, -0.089831, -0.126463], [20.270222, -0.858196, -1.076908], [20.469409, 0.449509, 0.608927], [21.715420, -0.787455, 0.402875], [21.716869, 0.663112, -0.571515], [19.639644, -0.264690, -1.491294], [23.345388, -0.159748, -3.224445], [23.753272, 0.780275, -4.205866], [23.831445, -0.163251, -2.248819], [22.286479, 0.037348, -3.057208], [23.398490, -1.147095, -3.683170], [23.468116, 1.647194, -3.907970], [20.052305, -3.591775, 3.641735], [19.560977, -2.333846, 4.181006], [19.255878, -4.333258, 3.578406], [20.500356, -3.486772, 2.653647], [20.854310, -3.965023, 4.278581], [20.244373, -1.659964, 4.202219], [22.611588, -4.444974, 6.926665], [23.676663, -3.588239, 6.552460], [22.290386, -4.892661, 5.986189], [22.916545, -5.133090, 7.715091], [21.816966, -3.861105, 7.391158], [24.378737, -4.148447, 6.213551], [24.156066, -9.107368, -0.442462], [25.669450, -9.107822, -0.373644], [26.205709, -8.724720, 1.046788], [26.051468, -10.430428, -0.640563], [23.671884, -9.732917, 0.307442], [23.786814, -9.298505, -1.450046], [23.721368, -8.153562, -0.143473], [26.103106, -8.482380, -1.153941], [25.917417, -9.443554, 1.813779], [25.832796, -7.737944, 1.321188], [27.287601, -8.598248, 1.087066], [25.803689, -10.977990, 0.108025], [19.911233, -9.074588, -4.291167], [20.394657, -9.313430, -2.882891], [20.196897, -8.188407, -1.842781], [19.663498, -10.462802, -2.468043], [20.375077, -8.209046, -4.764219], [18.823667, -9.001744, -4.291009], [20.201031, -9.899230, -4.942383], [21.478482, -9.424941, -2.914320], [19.184371, -7.829734, -1.657719], [20.816127, -7.336526, -2.123776], [20.628720, -8.539370, -0.905527], [18.977670, -10.196540, -1.851329], [26.213894, -3.961573, 4.172708], [25.800049, -5.372578, 4.545129], [26.784051, -6.391749, 4.041562], [25.699675, -5.376772, 5.971418], [26.351922, -3.756174, 3.111170], [27.241708, -3.793090, 4.494124], [25.615752, -3.160898, 4.607737], [24.784149, -5.546463, 4.190443], [26.771134, -6.231963, 2.963416], [26.499377, -7.403004, 4.332121], [27.806943, -6.226441, 4.379894], [26.568983, -5.270926, 6.364736], [19.358676, -5.602004, 0.559026], [19.350824, -4.465295, -0.415003], [18.131770, -3.563094, -0.388262], [20.432018, -3.681069, 0.045774], [20.385727, -5.966248, 0.534796], [18.710753, -6.425426, 0.258586], [18.963423, -5.384733, 1.551338], [19.573754, -4.834066, -1.416205], [17.224054, -4.145320, -0.229649], [17.963945, -2.958347, -1.279462], [18.219305, -2.896084, 0.469365], [20.499101, -2.838011, -0.408496], [20.976159, -7.557494, 3.580576], [21.912181, -8.789678, 3.392194], [23.279401, -8.386655, 3.023586], [21.867768, -9.704329, 4.471895], [19.945319, -7.911517, 3.592220], [21.066557, -6.801802, 2.800283], [21.096139, -6.981030, 4.497858], [21.534140, -9.353773, 2.539563], [23.812657, -8.011416, 3.897046], [23.226330, -7.557093, 2.318519], [23.857235, -9.182975, 2.554462], [22.281535, -9.308657, 5.242512], [28.232374, -5.876900, -0.609215], [28.078656, -4.667492, 0.332795], [29.347607, -4.041917, 0.828520], [27.336491, -3.768219, -0.444414], [28.835127, -5.552986, -1.457677], [27.340480, -6.296908, -1.074186], [28.765484, -6.715249, -0.160811], [27.366330, -4.898199, 1.124922], [29.898795, -4.724963, 1.474850], [29.132342, -3.085164, 1.304323], [30.068994, -3.887047, 0.026209], [27.751627, -3.479257, -1.260354], [19.254064, -5.220023, -4.425009], [20.392745, -4.252359, -4.769488], [20.847019, -3.372892, -3.586867], [21.450994, -5.141448, -5.091397], [19.131452, -5.880668, -5.283279], [18.351650, -4.617293, -4.322764], [19.462934, -5.788541, -3.518766], [20.028657, -3.580798, -5.547011], [20.066404, -2.745858, -3.156083], [21.656878, -2.692123, -3.849129], [21.268923, -3.969665, -2.778188], [21.723190, -5.558048, -4.270452], [23.721318, -3.154204, -1.184330], [23.749200, -4.365494, -0.290919], [24.013054, -4.016631, 1.091247], [22.642952, -5.213885, -0.465758], [22.898713, -2.521941, -0.850160], [23.614990, -3.402851, -2.240246], [24.685614, -2.680610, -1.000105], [24.584012, -5.024129, -0.530480], [25.011078, -3.585167, 1.168005], [24.031898, -4.891420, 1.741227], [23.262314, -3.296971, 1.417711], [21.915519, -4.659782, -0.173468], [26.205312, -0.519289, 1.996191], [27.536400, -0.112460, 1.376237], [27.473120, 0.022848, -0.160471], [27.947061, 1.093928, 2.014284], [25.441177, 0.168855, 1.634728], [26.166472, -0.588651, 3.083285], [26.072795, -1.560808, 1.703273], [28.210084, -0.896235, 1.722592], [27.483825, -0.942753, -0.666047], [28.317159, 0.572654, -0.576902], [26.545592, 0.513640, -0.455267], [28.874017, 1.249677, 1.819077], [28.576988, -2.662439, -4.923652], [28.415902, -1.974448, -3.588293], [26.893619, -1.832102, -3.389179], [28.825652, -2.837378, -2.537379], [28.099913, -3.642349, -4.940718], [29.647142, -2.767374, -5.102139], [28.182843, -2.070198, -5.749490], [28.937873, -1.018766, -3.636281], [26.409308, -1.245134, -4.169564], [26.658438, -1.238613, -2.505681], [26.465476, -2.826420, -3.262144], [29.682826, -3.153702, -2.831989], [23.874143, -7.481674, -4.929537], [24.201858, -6.940078, -3.559672], [25.212562, -5.811107, -3.591510], [22.979746, -6.358983, -3.114218], [23.982979, -6.735241, -5.716363], [22.840349, -7.824330, -4.973801], [24.588378, -8.245762, -5.236362], [24.500407, -7.846742, -3.033434], [25.452226, -5.425756, -2.600463], [24.827697, -4.900064, -4.049752], [26.133849, -6.121322, -4.084550], [23.109760, -6.084673, -2.203480]], "atomic_forces_ev_per_a": [[1.37, -0.72, -0.62], [-1.17, 0.44, 0.48], [0.71, -0.15, 0.29], [-0.60, 0.51, -0.10], [-0.32, -0.11, -0.15], [0.16, 0.05, 0.11], [-0.19, -0.28, -0.18], [0.93, 0.67, 0.90], [-0.37, -0.24, 0.01], [-0.16, -0.13, -0.06], [-0.03, -0.12, -0.54], [-0.08, 0.02, -0.03], [-1.32, -0.11, -0.58], [0.73, 0.06, 0.29], [0.56, 0.26, -0.15], [-0.26, -0.35, 0.38], [0.26, 0.02, 0.15], [0.09, 0.08, -0.07], [0.54, 1.26, 0.48], [-0.73, -1.55, -0.48], [-0.14, 0.32, 0.23], [-0.22, 0.19, -0.24], [-0.04, -0.28, 0.23], [0.50, -0.01, -0.19], [0.31, 0.52, -0.13], [-0.25, 0.83, 0.37], [-0.61, -0.67, 0.45], [0.10, -0.52, -0.31], [-0.07, 0.21, -0.40], [0.38, -0.22, 0.21], [-0.76, 1.48, 0.35], [-0.38, -0.53, 1.80], [-0.11, 0.88, -0.96], [1.07, -0.82, -0.79], [0.34, -0.74, -0.23], [0.06, -0.38, 0.13], [0.18, 0.60, -0.26], [0.05, 0.04, 0.07], [-0.14, -0.06, -0.13], [-0.32, 0.01, 0.17], [0.11, -0.38, -0.30], [-0.08, -0.03, 0.05], [0.30, 0.58, -0.53], [-1.14, 1.01, 0.34], [0.74, 0.00, -0.51], [0.70, -0.83, 0.42], [-0.17, 0.38, 0.15], [0.01, 0.19, -0.15], [-0.13, -0.30, 0.23], [0.08, -0.89, 0.20], [-0.22, -0.26, -0.27], [-0.06, 0.17, -0.10], [-0.15, -0.09, 0.19], [0.09, 0.10, 0.04], [1.02, 0.64, -0.65], [0.40, 1.16, 0.64], [-0.34, 0.00, -0.41], [-0.53, -0.66, 0.29], [-0.63, -0.28, -0.31], [0.18, -0.07, 0.58], [-0.27, -0.27, -0.01], [0.00, -0.33, -0.04], [0.22, -0.63, -0.19], [-0.08, -0.02, -0.29], [-0.02, 0.28, 0.18], [0.18, 0.08, -0.06], [-0.73, -1.12, -0.21], [-0.46, 0.84, 0.19], [-0.84, -0.38, 0.20], [1.54, 0.43, 0.31], [-0.10, -0.26, 0.60], [0.04, -0.08, -0.47], [0.57, 0.54, 0.08], [-0.11, -0.09, -0.16], [-0.11, -0.09, -0.11], [0.31, -0.06, -0.11], [0.02, 0.02, 0.04], [-0.36, 0.32, -0.40], [-0.26, -0.47, 0.15], [-1.37, 0.55, -0.23], [1.26, 0.66, -0.15], [-0.16, -0.12, -0.02], [-0.08, 0.04, -0.03], [0.13, -0.30, -0.35], [0.43, -0.32, 0.36], [-0.36, -0.09, 0.04], [0.24, 0.01, 0.15], [0.10, 0.01, -0.17], [-0.06, -0.03, 0.26], [0.07, 0.16, 0.10], [1.22, -0.53, 0.35], [-1.10, -0.84, -1.80], [0.71, -0.51, 0.06], [-1.69, 1.49, 0.46], [0.22, 0.10, -0.07], [-0.45, 0.44, 0.52], [0.12, -0.09, 0.16], [0.34, -0.21, 0.45], [-0.21, 0.09, 0.52], [0.10, -0.13, 0.14], [-0.25, 0.28, -0.38], [0.72, -0.19, -0.12], [-0.45, 1.32, -0.30], [-0.08, -1.05, 2.04], [-0.01, 0.10, 0.02], [0.39, 1.06, -1.60], [-0.05, -0.11, 0.18], [-0.41, -0.29, 0.33], [-0.03, -0.02, -0.04], [0.70, -0.37, -0.68], [-0.27, -0.07, -0.08], [-0.01, -0.01, -0.42], [-0.17, -0.33, 0.08], [0.41, -0.19, 0.33], [0.37, -0.21, 0.22], [1.31, -1.66, -1.72], [0.15, 0.68, 1.92], [-0.15, -0.29, 0.04], [-0.01, 0.31, -0.20], [-0.05, 0.00, 0.05], [-0.06, 0.48, -0.29], [0.39, 0.12, -0.68], [-0.04, 0.30, -0.03], [-0.33, -0.07, 0.05], [0.00, 0.11, 0.55], [-1.20, 0.08, 0.00], [0.18, -0.26, -0.48], [0.01, -0.08, 0.68], [-0.05, -0.41, 0.42], [-0.15, 0.33, -0.08], [-0.36, -0.33, 0.05], [0.46, 0.56, 0.06], [-0.66, 0.06, -0.52], [0.51, -0.17, -0.53], [-0.03, -0.19, 0.33], [0.05, 0.18, 0.23], [0.01, 0.23, 0.03], [0.05, 0.04, -0.09], [0.90, -0.02, -0.29], [-2.72, -0.42, -0.92], [0.35, 1.15, 0.64], [0.90, 0.48, -0.34], [0.00, 0.01, 0.11], [0.17, -0.33, -0.30], [-0.06, 0.09, 0.12], [0.09, 0.09, 0.54], [0.09, -0.41, -0.40], [0.09, -0.25, 0.29], [-0.12, 0.05, -0.23], [0.30, -0.39, 0.43], [0.47, 0.28, -1.21], [-0.68, 0.66, -1.37], [0.72, 0.02, 0.41], [-0.09, -0.71, 0.64], [-0.24, 0.38, 0.11], [0.17, -0.32, 0.09], [-0.20, -0.38, 0.20], [0.10, 0.41, 0.98], [0.26, -0.45, 0.39], [-0.34, -0.37, -0.66], [0.13, 0.11, 0.00], [-0.44, 0.33, 0.59]], "mulliken_charge": [-0.227, -0.581, -0.008, 0.294, 0.174, 0.283, -0.571, -0.369, 0.394, 0.020, 0.365, 0.234, -0.185, -0.570, 0.075, 0.326, 0.059, 0.305, 0.201, -0.609, 0.256, -0.112, -0.059, 0.406, -0.334, -0.569, -0.129, 0.315, 0.300, 0.375, -0.788, 0.528, -0.933, -0.634, 0.572, 0.379, -0.127, -0.030, 0.520, -0.168, 0.428, 0.411, -1.328, 0.989, -0.943, -0.608, 0.111, 0.344, 0.384, -0.142, 0.605, -0.260, 0.467, 0.375, -0.821, 1.070, -1.097, -0.635, -0.161, 0.440, 0.396, -0.198, -0.095, 0.374, 0.478, 0.344, -1.071, 2.076, -1.644, 0.905, -0.137, 0.524, 0.314, -1.068, 0.465, 0.326, 0.251, -0.696, -0.741, 0.335, -0.023, -0.585, 0.416, -0.148, 0.192, 0.109, 0.247, -0.272, 0.071, 0.386, -1.117, 1.954, -1.611, 0.471, 0.211, -0.020, 0.437, -0.683, 0.454, 0.152, 0.258, -0.230, -0.805, 0.137, 0.169, -0.570, 0.294, 0.469, -0.156, 0.413, 0.335, 0.066, -0.709, -0.037, -0.413, 1.437, -1.131, 0.744, -0.201, -0.225, 0.202, -0.114, -0.398, -0.058, 0.209, -1.017, -1.122, 0.533, -0.502, -0.593, 0.440, 0.417, 0.094, -0.027, -0.295, 0.415, 0.287, 0.341, -1.543, 0.438, -0.420, -0.404, 0.294, 0.464, 0.401, 0.257, 0.613, -0.121, -0.249, 0.214, -1.668, 1.598, -1.103, 1.397, 0.393, 0.144, 0.486, -0.397, -0.329, 0.283, 0.614, -0.801], "total_energy_ev": -73913.762, "relative_energy_ev": 1.847, "homo_ev": -9.4}